Arrangement one

DFT (the ωB97M-V functional and the def2-TZVPD basis) results for C3H6 in the gas phase.

Results
SMILES ... C1CC1
Frontier orbital gap ... 11.448 eV
M ... 42.08 g mol⁻¹

The geometry in ORCA input format:
```
! RIJCOSX wB97M-V def2-TZVPD def2/J DEFGRID3
* xyz 0 1
C -0.8709 -0.2239 -0.0284
C 0.2127 0.8341 -0.0401
C 0.6716 -0.5893 -0.0004
H -1.6800 -0.5147 -0.8066
H -1.2882 -0.2030 1.0958
H 0.2645 1.2838 1.0378
H 0.5789 1.4024 -0.9550
H 0.9113 -1.0571 -0.8684
H 1.1329 -1.0365 0.9097
*
```

---

Arrangement two

DFT (the ωB97M-V functional and the def2-TZVPD basis) results for C3H6 in the gas phase.

Results
SMILES ... C1CC1
Frontier orbital gap ... 12.165 eV
M ... 42.08 g mol⁻¹

The geometry in ORCA input format:
```
! RIJCOSX wB97M-V def2-TZVPD def2/J DEFGRID3
* xyz 0 1
C 0.1066 -0.5869 0.5511
C 0.6598 0.5097 -0.2470
C -0.7821 0.0689 -0.4351
H 0.0370 -0.3639 1.6882
H 0.4409 -1.6023 0.4576
H 1.4440 0.4128 -0.9640
H 0.7861 1.4481 0.3169
H -1.6727 0.6470 -0.0619
H -1.0196 -0.5333 -1.3059
*
```

---

Energies, relative to the best one, in kJ/mol: arrangement one 71.5; arrangement two 0.0.

---

Arrangement one

DFT (the ωB97M-V functional and the def2-TZVPD basis) results for C3H6 in the gas phase.

Results
SMILES ... C1CC1
Frontier orbital gap ... 11.187 eV
M ... 42.08 g mol⁻¹

The geometry in ORCA input format:
```
! RIJCOSX wB97M-V def2-TZVPD def2/J DEFGRID3
* xyz 0 1
C 0.7314 -0.5754 -0.0529
C 0.0674 0.8441 -0.0608
C -0.8657 -0.2790 -0.0597
H 1.2891 -0.6880 1.0673
H 1.2789 -0.8554 -0.9241
H -0.0262 1.1596 1.1329
H 0.4940 1.6821 -0.8661
H -1.4051 -0.6203 -0.9308
H -1.5637 -0.6675 0.6943
*
```

---

Arrangement two

DFT (the ωB97M-V functional and the def2-TZVPD basis) results for C3H6 in the gas phase.

Results
SMILES ... C=CC
Frontier orbital gap ... 10.813 eV
M ... 42.08 g mol⁻¹

The geometry in ORCA input format:
```
! RIJCOSX wB97M-V def2-TZVPD def2/J DEFGRID3
* xyz 0 1
C -0.4523 -0.0396 -0.9201
C 0.2427 -0.5205 0.3242
C 0.6599 0.4183 1.1675
H -1.5609 0.2086 -0.8591
H -0.0333 0.7711 -1.6026
H -0.6628 -0.9144 -1.6626
H 0.3244 -1.5656 0.3373
H 0.6104 1.4512 0.9268
H 0.8719 0.1909 2.2885
*
```

---

Energies, relative to the best one, in kJ/mol: arrangement one 143.4; arrangement two 0.0.

---

Arrangement one

DFT (the ωB97M-V functional and the def2-TZVPD basis) results for C5H6O3 in the gas phase.

Results
SMILES ... O=CO/C=C/[C@H]1CO1
Frontier orbital gap ... 10.626 eV
M ... 114.10 g mol⁻¹

The geometry in ORCA input format:
```
! RIJCOSX wB97M-V def2-TZVPD def2/J DEFGRID3
* xyz 0 1
C 2.9781 -0.0280 -0.1172
C 0.7479 0.4640 0.0564
C 0.1235 -0.6605 -0.1783
C -1.3918 -0.4094 0.4750
C -2.3998 0.5171 -0.3044
H 3.9243 0.4921 -0.1150
H 0.0989 1.3655 0.7215
H 0.3321 -1.7786 -0.5075
H -1.7483 -0.9026 1.4400
H -1.9266 1.1505 -1.0285
H -3.0056 0.8429 0.5643
O 2.6805 -1.2105 -0.1457
O 1.9840 0.8978 -0.3147
O -2.3972 -0.7403 -0.5457
*
```

---

Arrangement two

DFT (the ωB97M-V functional and the def2-TZVPD basis) results for a molecular structure, C5H6O3.

Results
Frontier orbital gap ... 10.783 eV
M ... 114.10 g mol⁻¹

The geometry in ORCA input format:
```
! RIJCOSX wB97M-V def2-TZVPD def2/J DEFGRID3
* xyz 0 1
C 0.3647 1.0580 0.5685
C -0.3962 -0.1599 1.0617
C 1.1832 -0.1375 -0.1092
C 0.1551 -0.8096 -1.1475
C -0.9346 -0.9027 -0.2229
H -0.7410 1.8266 -0.7821
H 0.9212 1.5221 1.3922
H -1.1268 -0.2339 1.9413
H 2.2947 -0.2683 -0.2683
H 0.3817 -1.5984 -1.9005
H -1.7061 -1.6698 -0.1607
O -0.2601 2.1579 -0.0745
O 0.9467 -0.7857 1.1033
O -1.0826 0.0011 -1.4013
*
```

---

Arrangement three

DFT (the ωB97M-V functional and the def2-TZVPD basis) results for C5H6O3 in the gas phase.

Results
SMILES ... C=C(C(C)=O)C(=O)O
Frontier orbital gap ... 9.428 eV
M ... 114.10 g mol⁻¹

The geometry in ORCA input format:
```
! RIJCOSX wB97M-V def2-TZVPD def2/J DEFGRID3
* xyz 0 1
C 1.2045 -1.3056 0.8636
C -0.6058 1.4581 0.0347
C 1.2080 -0.0451 0.0389
C -0.3215 0.2578 -0.6955
C -1.1050 -0.5107 -1.4461
O -1.8828 1.7533 0.3176
O 0.3226 1.8706 0.7689
O 2.2067 0.4562 -0.4170
H -1.8355 2.5433 0.8899
H 1.3425 -2.1621 0.2018
H 2.0459 -1.2707 1.5616
H 0.2732 -1.4074 1.4207
H -0.8595 -1.5522 -1.6287
H -1.9934 -0.0855 -1.9103
*
```

---

Energies, relative to the best one, in kJ/mol: arrangement one 303.7; arrangement two 201.4; arrangement three 0.0.

---

Arrangement one

DFT (the ωB97M-V functional and the def2-TZVPD basis) results for a molecular structure, C5H6O3.

Results
Frontier orbital gap ... 10.551 eV
M ... 114.10 g mol⁻¹

The geometry in ORCA input format:
```
! RIJCOSX wB97M-V def2-TZVPD def2/J DEFGRID3
* xyz 0 1
C 1.6187 -0.7158 -0.0901
C 0.5383 1.3612 0.0222
C -0.3694 0.3467 -0.5288
C -1.7003 -0.4157 0.0178
C 0.2312 -0.8632 0.0747
H 0.8479 2.3891 -0.4636
H 0.0843 1.3046 1.1182
H -0.4666 0.2357 -1.6165
H -2.7366 -0.1754 -0.3944
H -1.6814 0.0151 1.1070
H 0.3904 -0.9209 1.1554
O 2.4473 -1.6261 -0.1480
O 1.8721 0.5979 -0.0791
O -1.0760 -1.5333 -0.1750
*
```

---

Arrangement two

DFT (the ωB97M-V functional and the def2-TZVPD basis) results for a molecular structure, C5H6O3.

Results
Frontier orbital gap ... 9.095 eV
M ... 114.10 g mol⁻¹

The geometry in ORCA input format:
```
! RIJCOSX wB97M-V def2-TZVPD def2/J DEFGRID3
* xyz 0 1
C 2.8491 0.1388 0.1571
C 1.4800 -0.3129 -0.4602
C 0.3192 0.2088 -0.1009
C -1.9823 0.3262 -0.0754
C -3.3089 -0.5137 0.0619
H 3.3835 0.6783 -0.9357
H 3.6688 -0.6121 0.8017
H 2.6372 1.2649 0.7537
H 1.4410 -1.4959 -0.5123
H -0.1429 1.2204 -0.2581
H -3.0668 -1.7609 0.7270
O -0.9503 -0.6056 0.0046
O -1.9378 1.4936 0.0143
O -4.3900 -0.0299 -0.1777
*
```

---

Arrangement three

DFT (the ωB97M-V functional and the def2-TZVPD basis) results for C5H6O3 in the gas phase.

Results
SMILES ... O=C1CCC(O)=C1O
Frontier orbital gap ... 9.171 eV
M ... 114.10 g mol⁻¹

The geometry in ORCA input format:
```
! RIJCOSX wB97M-V def2-TZVPD def2/J DEFGRID3
* xyz 0 1
C -0.8668 -0.4105 0.3510
C -0.6288 0.0913 -0.9102
C 0.6921 0.6310 -1.1126
C 1.3226 0.5695 0.3694
C 0.2635 -0.1215 1.3045
H -2.1359 -1.6142 1.5158
H -1.0369 -0.0728 -2.7254
H 1.7131 1.5947 0.6775
H 2.2242 -0.0173 0.0568
H 0.7088 -0.9625 1.6228
H 0.0370 0.6524 2.1249
O -2.0203 -1.1508 0.6689
O -1.5701 -0.1497 -1.8248
O 1.2975 0.9604 -2.1186
*
```

---

Energies, relative to the best one, in kJ/mol: arrangement one 331.9; arrangement two 421.6; arrangement three 0.0.

---

Arrangement one

DFT (the ωB97M-V functional and the def2-TZVPD basis) results for C5H6O3 in the gas phase.

Results
SMILES ... COc1occc1O
Frontier orbital gap ... 7.471 eV
M ... 114.10 g mol⁻¹

The geometry in ORCA input format:
```
! RIJCOSX wB97M-V def2-TZVPD def2/J DEFGRID3
* xyz 0 1
C 0.1040 2.1853 0.5054
C 1.1732 1.8542 1.2724
C -0.3700 1.1751 -0.3296
C 0.6109 -0.1135 0.3558
C 1.4521 -2.3628 0.4248
O 1.4340 0.5194 1.2257
O -1.5634 0.8561 -0.8672
O 0.6278 -1.3450 -0.1085
H -0.1855 3.2481 0.4649
H 1.8326 2.4291 1.9019
H 0.7934 -3.1762 0.5171
H 2.0606 -1.9809 1.2494
H 2.1932 -2.8320 -0.2986
H -1.4590 0.4422 -1.7887
*
```

---

Arrangement two

DFT (the ωB97M-V functional and the def2-TZVPD basis) results for a molecular structure, C5H6O3.

Results
Frontier orbital gap ... 8.962 eV
M ... 114.10 g mol⁻¹

The geometry in ORCA input format:
```
! RIJCOSX wB97M-V def2-TZVPD def2/J DEFGRID3
* xyz 0 1
C -1.8108 -0.3445 -0.5279
C -0.1530 0.1410 1.4807
C 0.7887 -0.3133 -0.2325
C 0.9612 1.1912 1.3371
C 1.5614 0.9103 0.1851
O 0.5190 -1.0380 0.8774
O -0.6842 0.4297 -0.1695
O 1.0440 -0.9450 -1.3730
H 0.6568 -1.8322 -1.3519
H 1.1053 2.0067 2.0178
H 2.3267 1.3802 -0.4010
H -2.6851 0.1152 -0.0605
H -1.7134 -1.3752 -0.1641
H -1.9167 -0.3261 -1.6175
*
```

---

Energies, relative to the best one, in kJ/mol: arrangement one 0.0; arrangement two 103.8.

---

Arrangement one

DFT (the ωB97M-V functional and the def2-TZVPD basis) results for a gas-phase ion, C4H9N2 (charge +1).

Results
Frontier orbital gap (spin up / spin down) ... 6.224 / 7.245 eV
M ... 85.13 g mol⁻¹

The geometry in ORCA input format:
```
! RIJCOSX wB97M-V def2-TZVPD def2/J DEFGRID3
* xyz 1 3
C 2.2450 0.2548 0.0634
C -1.2733 0.7765 -0.7534
C -1.2599 0.7561 0.7496
C -0.0756 0.1884 -0.0167
N 1.1112 0.7179 0.0322
N -0.1008 -1.3803 0.0044
H 3.0216 0.9042 -0.0114
H 2.5674 -0.8459 -0.1364
H -1.9143 0.2324 -1.2893
H -1.0251 1.7646 -1.2453
H -1.2660 1.6046 1.3174
H -1.8065 -0.0173 1.2528
H 0.9330 -1.5316 0.3371
H -0.3288 -1.6369 -1.0108
H -0.8278 -1.7875 0.7063
*
```

---

Arrangement two

DFT (the ωB97M-V functional and the def2-TZVPD basis) results for a gas-phase ion, C4H9N2 (charge +1).

Results
Frontier orbital gap (spin up / spin down) ... 7.079 / 8.724 eV
M ... 85.13 g mol⁻¹

The geometry in ORCA input format:
```
! RIJCOSX wB97M-V def2-TZVPD def2/J DEFGRID3
* xyz 1 3
C 2.4190 -0.6691 -0.1999
C 0.3967 1.5439 0.4331
C -1.9174 -0.6523 0.4517
C -1.0252 -0.2279 -0.7477
N 0.3790 0.3372 -0.0403
N 1.2630 -0.6307 0.2000
H 2.9276 -0.1128 -1.0255
H 3.1106 -1.3528 0.2872
H 1.1613 1.8812 1.0627
H -0.3708 2.1815 0.0167
H -1.8489 0.1830 1.0523
H -2.9937 -0.7763 0.1860
H -1.5153 -1.5254 0.9457
H -0.5674 -0.9101 -1.4493
H -1.4185 0.7305 -1.1728
*
```

---

Energies, relative to the best one, in kJ/mol: arrangement one 81.4; arrangement two 0.0.

---

Arrangement one

DFT (the ωB97M-V functional and the def2-TZVPD basis) results for C5H7N3 in the gas phase.

Results
SMILES ... NN=c1cc[nH]cc1
Frontier orbital gap ... 8.405 eV
M ... 109.13 g mol⁻¹

The geometry in ORCA input format:
```
! RIJCOSX wB97M-V def2-TZVPD def2/J DEFGRID3
* xyz 0 1
C 0.5354 0.5081 0.2239
C 0.4187 -0.7614 1.0722
C -0.3196 -1.8432 0.7746
C -0.8765 -0.7950 -1.3694
C -0.2639 0.2086 -0.8989
H 0.2330 2.7452 -0.1091
H 1.3326 3.5446 0.8890
H 1.3056 -0.6639 1.9340
H -0.4260 -2.6139 1.6004
H -1.4522 -2.7482 -0.9004
H -1.8707 -0.7540 -1.9560
H -0.4387 1.0250 -1.5265
N 1.3068 2.6753 0.1096
N 1.1147 1.4851 0.8410
N -0.5991 -2.0125 -0.6842
*
```

---

Arrangement two

DFT (the ωB97M-V functional and the def2-TZVPD basis) results for C5H7N3 in the gas phase.

Results
SMILES ... [H]/N=C/N(C)/N=C\C#C
Frontier orbital gap ... 8.889 eV
M ... 109.13 g mol⁻¹

The geometry in ORCA input format:
```
! RIJCOSX wB97M-V def2-TZVPD def2/J DEFGRID3
* xyz 0 1
C 2.1179 -0.8425 0.0336
C 0.4894 0.9255 -0.0936
C -1.4765 -1.2451 0.0557
C -2.3350 -0.0882 -0.0268
C -3.0969 0.8613 -0.0398
H 2.8283 -0.5200 -0.7590
H 2.0629 -1.9302 0.0469
H 2.4576 -0.4617 1.0504
H -0.5931 1.2374 -0.0684
H 1.3414 2.6700 -0.0067
H -2.1217 -2.1021 0.0143
H -3.7439 1.7029 0.0691
N 0.7273 -0.4483 -0.1843
N 1.5570 1.6550 0.0056
N -0.2147 -1.4139 -0.0971
*
```

---

Arrangement three

DFT (the ωB97M-V functional and the def2-TZVPD basis) results for C5H7N3 in the gas phase.

Results
SMILES ... C[C@@H]1Cn2nncc21
Frontier orbital gap ... 10.066 eV
M ... 109.13 g mol⁻¹

The geometry in ORCA input format:
```
! RIJCOSX wB97M-V def2-TZVPD def2/J DEFGRID3
* xyz 0 1
C 1.6041 -0.5695 0.7798
C 0.8402 -0.0410 -0.4732
C 0.4157 1.3560 -0.3431
C -1.9203 -0.9557 -0.4053
C -0.7538 -0.3429 -0.5028
H 1.4607 0.0359 1.7749
H 2.8669 -0.7475 0.5349
H 1.2203 -1.6464 0.8733
H 1.4074 -0.4598 -1.4194
H 0.8698 2.1123 0.4927
H 0.1645 1.9208 -1.4478
H -2.0397 -2.1690 -0.7868
N -1.0696 0.8300 -0.0958
N -2.2584 0.9227 0.6764
N -2.8079 -0.2457 0.3421
*
```

---

Energies, relative to the best one, in kJ/mol: arrangement one 142.8; arrangement two 0.0; arrangement three 210.5.

---

Arrangement one

DFT (the ωB97M-V functional and the def2-TZVPD basis) results for C5H7N3 in the gas phase.

Results
SMILES ... N/N=C\c1ccc[nH]1
Frontier orbital gap ... 9.179 eV
M ... 109.13 g mol⁻¹

The geometry in ORCA input format:
```
! RIJCOSX wB97M-V def2-TZVPD def2/J DEFGRID3
* xyz 0 1
C 1.0345 -0.5878 -0.6921
C -0.2191 -0.2014 0.0374
C -0.6899 1.0067 -0.5666
C -2.1118 0.9614 0.0280
C -2.4012 -0.2883 0.2672
H 3.6243 1.0094 0.3162
H 1.9185 0.8873 1.3945
H 0.8575 -1.2786 -1.5060
H 0.0911 1.7390 -0.8333
H -2.8707 1.8987 -0.1655
H -3.5004 -0.4582 0.3915
H -1.4097 -2.1148 0.2897
N 2.7754 0.4134 0.8904
N 2.3839 -0.3198 -0.5133
N -1.2143 -1.0974 0.4329
*
```

---

Arrangement two

DFT (the ωB97M-V functional and the def2-TZVPD basis) results for C5H7N3 in the gas phase.

Results
SMILES ... C/C=N\N=C(/C)C#N
Frontier orbital gap ... 8.454 eV
M ... 109.13 g mol⁻¹

The geometry in ORCA input format:
```
! RIJCOSX wB97M-V def2-TZVPD def2/J DEFGRID3
* xyz 0 1
C -2.1849 -1.4256 0.0213
C -2.1096 0.1632 0.0253
C 1.3084 0.1565 -0.0191
C 1.7006 1.7215 0.0432
C 2.3933 -0.9419 -0.1307
H -0.9724 -1.8492 -0.1937
H -2.8340 -1.8732 -0.8218
H -2.4872 -1.7351 1.0708
H -2.8246 1.0497 0.0993
H 2.8206 1.6575 -0.0355
H 1.4114 2.3751 -0.7769
H 1.4227 2.1521 0.9257
N -0.9419 0.6259 -0.1412
N 0.0334 -0.2933 -0.1132
N 3.2643 -1.7832 0.0465
*
```

---

Energies, relative to the best one, in kJ/mol: arrangement one 125.0; arrangement two 0.0.